[1]
ORCA calculation (the ωB97M-V functional and the def2-TZVPD basis) on a cluster of 3 separate species, C5H12O2 in total.

SMILES: C=CCC.C=O.O
molar mass: 104.15 Da
spin multiplicity: 1
LUMO: 0.620 eV
HOMO energy: -9.518 eV
energy above the lowest of the compared OMol25 structures with the same formula, charge and spin: 2.242 eV
charge: 0
Kohn-Sham gap: 10.138 eV

Geometry (Å):
C -0.59060 0.27822 -1.56392
C 0.30756 -0.39158 -0.84505
C 1.65443 0.14309 -0.44292
C 2.31604 -0.54850 0.74828
H -1.43760 -0.22466 -2.01975
H -0.49254 1.34110 -1.77445
H 0.13307 -1.44630 -0.62369
H 2.29452 -0.00321 -1.32441
H 1.60024 1.23013 -0.29531
H 3.38007 -0.29292 0.79229
H 1.84291 -0.27788 1.69446
H 2.24159 -1.63789 0.64831
C -2.87546 -0.06426 -0.08151
O -2.86378 0.86682 0.69034
H -2.34443 -1.00939 0.12069
H -3.44915 -0.02254 -1.02431
O -0.42375 0.35002 1.92810
H 0.05048 1.15869 1.70087
H -1.34360 0.55104 1.67199

***

[2]
ORCA calculation (the ωB97M-V functional and the def2-TZVPD basis) on the molecule C3H7N3.

SMILES: [H]/N=C(\N)[C@H]1CN1
molar mass: 85.11 Da
spin multiplicity: 1
LUMO: 0.823 eV
HOMO energy: -9.228 eV
energy above the lowest of the compared OMol25 structures with the same formula, charge and spin: 1.192 eV
charge: 0
Kohn-Sham gap: 10.052 eV

Geometry (Å):
H 1.55940 1.89008 0.28823
N 0.67846 1.43620 -0.02281
C 0.70788 0.14144 -0.12274
N 1.84599 -0.60810 -0.11706
C -0.61054 -0.55880 -0.29647
C -1.68055 -0.14629 0.59353
N -1.65106 0.31677 -0.82183
H 2.77037 -0.17387 0.02112
H 1.83555 -1.63441 -0.18277
H -0.53594 -1.60939 -0.52515
H -2.50830 -0.83575 0.76015
H -1.30415 0.56806 1.25938
H -1.10709 1.21406 -0.83357

***

[3]
ORCA calculation (the ωB97M-V functional and the def2-TZVPD basis) on a structure of composition C5H6FN2O2.

molar mass: 145.11 Da
spin multiplicity: 1
LUMO: 4.009 eV
HOMO energy: -2.229 eV
energy above the lowest of the compared OMol25 structures with the same formula, charge and spin: 1.347 eV
charge: -1
Kohn-Sham gap: 6.238 eV

Geometry (Å):
C 4.41897 0.70072 0.01408
C 0.68417 -1.32362 -0.28262
C 0.38386 0.19825 -0.48620
C 2.13954 -1.27739 0.03235
C -0.57058 0.97683 0.46260
N 1.71495 0.76583 -0.50304
N 2.62998 -0.08861 -0.05828
O 4.94903 0.41506 -0.98914
O 4.43233 1.21294 1.06747
F 2.86999 -2.38776 0.39704
H 0.21267 -1.84426 0.65987
H 0.56188 -1.78390 -1.18834
H -0.16531 0.20345 -1.49870
H -1.25881 0.25617 1.07120
H -1.13406 1.72899 -0.16883
H -0.05538 1.59565 1.23740

***

[4]
ORCA calculation (the ωB97M-V functional and the def2-TZVPD basis) on a structure of composition C48H39CrN2O5.

⟨S²⟩: 3.84
molar mass: 775.85 Da
spin multiplicity: 4
LUMO (alpha / beta): -5.056 / -7.616 eV
HOMO energy (alpha / beta): -11.639 / -12.685 eV
charge: +2
Kohn-Sham gap (alpha / beta): 6.583 / 5.069 eV

Geometry (Å):
C 7.30628 2.23495 -1.89118
C 6.09437 2.07458 -2.66889
C 5.89197 1.75051 -3.98649
C 4.47795 1.72253 -4.19025
C 3.89453 2.02132 -2.97040
C 2.47968 2.20386 -2.59454
N 1.93977 3.47033 -3.05151
C 2.61099 4.73887 -2.87791
C 0.67233 3.39435 -3.57653
O 0.04422 4.33761 -4.04423
C 0.24568 1.93209 -3.50602
C -0.74722 1.66565 -2.38441
C -2.04417 2.42070 -2.53682
C -2.19421 3.65595 -1.90172
C -3.38719 4.36705 -2.03243
C -4.44230 3.82948 -2.78376
C -4.28978 2.58860 -3.41682
C -3.08884 1.88079 -3.29307
N 1.53772 1.27937 -3.25141
C 1.61810 -0.06588 -2.99708
C 0.62505 -0.93453 -3.35894
C 0.57084 -2.34001 -3.00903
C -0.06542 -3.27092 -3.86874
C -0.21199 -4.60407 -3.49562
C 0.27860 -5.04758 -2.25704
C 0.96369 -4.15343 -1.42387
C 1.13346 -2.82106 -1.79944
O 4.87952 2.25670 -2.03729
H 8.16080 2.09039 -2.56054
H 7.38606 3.23610 -1.45021
H 7.38062 1.49284 -1.08606
H 6.65399 1.55581 -4.73442
H 3.93979 1.50508 -5.11149
H 2.38363 2.10018 -1.48392
H 1.87530 5.53512 -3.02334
H 3.03994 4.80614 -1.87146
H 3.41124 4.85685 -3.62184
H -0.16610 1.64377 -4.48585
H -0.93903 0.58646 -2.37241
H -0.24643 1.93554 -1.43899
H -1.35845 4.06547 -1.32689
H -3.48845 5.33735 -1.54254
H -5.38101 4.38125 -2.87629
H -5.10720 2.16332 -4.00309
H -2.94476 0.91650 -3.79085
H 2.55430 -0.38435 -2.52679
H -0.11580 -0.58310 -4.09093
H -0.40132 -2.92394 -4.85084
H -0.69760 -5.31280 -4.17147
H 0.14463 -6.08752 -1.95402
H 1.38196 -4.50230 -0.47621
H 1.70569 -2.12630 -1.17837
O -3.40904 -0.38557 8.40127
C -3.05178 0.18785 7.44654
Cr -2.16003 0.98812 5.97345
C -1.25258 -0.65782 5.89632
O -0.68043 -1.66768 5.94951
C -0.82675 1.43960 7.25042
O -0.03576 1.51798 8.10168
C -3.21270 2.85647 5.65082
C -4.05346 1.79673 5.28641
C -3.59238 0.80435 4.41096
C -2.32411 0.89971 3.78621
C -1.78786 -0.15745 2.93634
C -1.31127 -1.09607 2.30425
C -0.78402 -2.28763 1.76688
C 0.59102 -2.58587 2.15471
C 1.38150 -1.51559 2.66682
C 2.68482 -1.70118 3.12016
C 3.27147 -2.97098 3.08418
C 2.51417 -4.05123 2.62651
C 1.20281 -3.86480 2.18793
C -1.76443 -3.21071 1.21338
C -3.05311 -2.68987 0.89678
C -4.07282 -3.48585 0.38255
C -3.86326 -4.85288 0.17140
C -2.63114 -5.40922 0.52367
C -1.61866 -4.61277 1.05566
C -1.48662 1.96001 4.20349
C -1.93732 2.95332 5.07875
H -3.54041 3.59405 6.38669
H -5.05896 1.72523 5.71078
H -4.21558 -0.07020 4.20336
H 0.91497 -0.53629 2.78635
H 3.23287 -0.85008 3.52474
H 4.29543 -3.11954 3.42155
H 2.92806 -5.06089 2.63489
H 0.63844 -4.75828 1.96225
H -3.26375 -1.64572 1.13766
H -5.04250 -3.03592 0.17059
H -4.65069 -5.47796 -0.24415
H -2.45773 -6.48156 0.42002
H -0.74353 -5.12728 1.42532
H -0.46004 1.98274 3.82825
H -1.27832 3.78509 5.33891

***

[5]
ORCA calculation (the ωB97M-V functional and the def2-TZVPD basis) on a cluster of 3 separate species, C7H12N3 in total.

molar mass: 138.19 Da
spin multiplicity: 1
LUMO: -4.084 eV
HOMO energy: -12.480 eV
energy above the lowest of the compared OMol25 structures with the same formula, charge and spin: 6.352 eV
charge: +1
Kohn-Sham gap: 8.396 eV

Geometry (Å):
C -0.67173 -2.71312 0.68886
C -1.74906 -1.89206 0.99133
C 0.54919 -2.27029 0.16380
C -1.51389 -0.60078 0.73710
C 0.62383 -0.88728 -0.07303
C 1.51234 1.65171 0.99132
C 0.92243 2.80753 -1.02111
N -0.42087 -0.12467 0.21162
N -0.45015 1.13845 -0.23884
N 0.66054 1.83918 -0.21758
H -0.74001 -3.81585 0.64685
H -2.64300 -2.24250 1.44425
H 1.42303 -2.94588 0.09667
H -2.35329 0.08946 0.78248
H 1.34875 -0.38591 -0.58337
H 1.17908 2.21930 1.74063
H 1.25466 0.61800 1.28445
H 2.51385 1.75883 0.79363
H -1.64731 -0.36136 -3.25335
H 1.70652 3.46822 -0.80733
H 0.27122 2.96038 -1.98064
H -1.77612 -0.31140 -2.39773

***

[6]
ORCA calculation (the ωB97M-V functional and the def2-TZVPD basis) on a structure of composition C30H29N4O4S3Ti.

molar mass: 653.65 Da
spin multiplicity: 1
LUMO: 1.952 eV
HOMO energy: -4.130 eV
energy above the lowest of the compared OMol25 structures with the same formula, charge and spin: 0.027 eV
charge: -1
Kohn-Sham gap: 6.082 eV

Geometry (Å):
Ti 1.17574 1.04966 -0.01560
C -1.91426 0.40977 0.68987
C -0.83790 0.40101 -0.36686
N -0.41977 1.63421 -0.85693
N -0.48560 1.94361 -2.21904
C 0.54309 2.57554 -2.63069
S 1.93853 2.90039 -1.61664
S 0.60979 3.12533 -4.30098
C -1.01797 2.58809 -4.89934
C -2.16860 3.44652 -4.44886
C -2.26932 4.77163 -4.86167
C -3.33797 5.56018 -4.46466
C -4.32311 5.03138 -3.64134
C -4.22723 3.71307 -3.21996
C -3.15633 2.92669 -3.62032
C -0.74846 -0.75265 -1.29842
C -1.81266 -1.55834 -1.68253
C -1.63935 -2.58792 -2.60242
C -0.37924 -2.81048 -3.14411
C 0.70275 -2.03159 -2.75692
C 0.53256 -1.00643 -1.82545
O 1.57453 -0.30957 -1.36237
H -1.78021 1.27742 1.33890
H -1.88941 -0.49752 1.30232
H -2.91654 0.48675 0.24879
H -1.15705 1.55637 -4.58112
H -0.92521 2.61357 -5.98698
H -1.48887 5.19040 -5.48724
H -3.39901 6.59106 -4.79163
H -5.15477 5.64740 -3.32219
H -4.98190 3.29742 -2.56356
H -3.05775 1.90988 -3.26360
H -2.79435 -1.36874 -1.26190
H -2.48005 -3.20350 -2.89741
H -0.23190 -3.60594 -3.86550
H 1.69360 -2.20823 -3.15833
C 4.91644 2.67062 1.03650
C 3.90831 1.61602 1.45808
C 4.52210 0.57100 2.37604
O 3.42595 0.90885 0.29247
C 2.72400 2.30231 2.18783
O 2.94574 2.86767 3.24601
O 1.58231 2.20879 1.60114
H 5.77679 2.19990 0.55567
H 5.24708 3.22125 1.91560
H 4.46179 3.37887 0.33939
H 5.38762 0.11542 1.89186
H 3.79785 -0.21562 2.59630
H 4.82248 1.04042 3.31114
H 3.61299 1.42523 -0.50999
S 1.05547 -3.84252 4.68137
C 1.06387 -2.55479 3.46174
C 0.70522 -1.25974 3.80038
C 0.74496 -0.27692 2.82318
N 1.09166 -0.53174 1.55962
C 1.41108 -1.79052 1.22841
C 1.44289 -2.81755 2.14992
C -0.47017 -4.66455 4.34193
C -0.76128 -5.78892 5.11179
C -1.94798 -6.45943 4.88443
N -2.84478 -6.09993 3.96649
C -2.55242 -5.02375 3.24223
C -1.39432 -4.27261 3.38404
H 0.40543 -1.01524 4.80974
H 0.50777 0.75434 3.05115
H 1.68387 -1.94667 0.19358
H 1.73733 -3.81379 1.84966
H -0.07322 -6.13128 5.87414
H -2.19391 -7.33818 5.47106
H -3.28578 -4.73424 2.49760
H -1.23293 -3.40917 2.75420

***

[7]
ORCA calculation (the ωB97M-V functional and the def2-TZVPD basis) on a structure of composition C25H63CeClP2Si2.

molar mass: 657.47 Da
spin multiplicity: 1
LUMO: -0.416 eV
HOMO energy: -5.873 eV
energy above the lowest of the compared OMol25 structures with the same formula, charge and spin: 2.120 eV
charge: 0
Kohn-Sham gap: 5.457 eV

Geometry (Å):
Ce 0.93893 0.44274 -0.48969
Cl -0.95246 -0.79846 -2.05758
P 1.44339 0.72586 -3.32011
C 0.29665 1.58363 -4.51276
C 3.08048 1.69774 -3.25843
C 1.73491 -0.95781 -4.08699
C -0.74574 2.43458 -3.76434
H -0.24791 0.75710 -5.00985
C 1.04835 2.39804 -5.57943
H 1.51742 3.28179 -5.12506
H 0.35479 2.76118 -6.35493
H 1.83432 1.82832 -6.09884
H -1.35175 1.79936 -3.10550
H -1.41861 2.92398 -4.48640
H -0.27514 3.21696 -3.15064
H 0.70850 -1.25684 -4.36295
C 2.27848 -1.99273 -3.09641
C 2.57297 -0.84330 -5.36295
H 2.02334 -0.33777 -6.16854
H 2.84039 -1.84397 -5.73526
H 3.51201 -0.29728 -5.19114
H 1.61332 -2.11771 -2.22709
H 3.29088 -1.74295 -2.74695
H 2.33347 -2.96742 -3.60493
C 2.86083 3.02995 -2.54196
H 3.33530 1.91023 -4.30552
C 4.21812 0.85140 -2.66598
H 2.19449 3.69500 -3.09696
H 3.81307 3.56101 -2.43169
H 2.43937 2.93814 -1.52972
H 3.92950 0.27575 -1.77212
H 5.05085 1.49980 -2.35838
H 4.63227 0.13219 -3.38408
H -0.44080 1.56644 -0.73990
H 0.91831 -1.24591 0.05633
P -3.55829 -1.44726 0.59438
C -4.00138 -3.02817 -0.15372
C -3.10748 -1.53142 2.37416
C -4.64573 -0.06130 0.15749
C -2.74245 -3.76507 -0.67592
H -4.59335 -2.73693 -1.04232
C -4.85782 -3.84202 0.81778
H -4.26181 -4.19087 1.66972
H -5.26071 -4.71988 0.29979
H -5.71885 -3.27826 1.20041
H -2.24757 -3.16012 -1.45025
H -3.01769 -4.73286 -1.11993
H -1.99997 -3.94769 0.11440
H -4.76602 -0.19908 -0.93215
C -3.99083 1.32649 0.38123
C -5.98001 -0.29446 0.86641
H -6.50268 -1.17054 0.45826
H -6.63980 0.56694 0.71869
H -5.84685 -0.43943 1.94842
H -2.88946 1.29916 0.29780
H -4.27575 1.75767 1.35178
H -4.34462 2.02462 -0.39250
C -2.03227 -2.60340 2.64377
H -4.06430 -1.82721 2.85104
C -2.61541 -0.18533 2.95377
H -2.28617 -3.60158 2.24678
H -1.91165 -2.70848 3.73650
H -1.06339 -2.27121 2.21438
H -1.57607 0.02191 2.63622
H -2.62279 -0.24352 4.05527
H -3.26117 0.65799 2.67694
C 2.05059 0.75945 5.50263
Si 1.55686 -0.53095 4.21757
C 2.94467 -1.77431 4.00213
C 0.13013 -1.42638 5.06660
C 1.17554 0.21041 2.54214
Si 2.04774 1.76597 1.99417
C 3.36698 1.20673 0.73571
C 0.78906 2.85537 1.09512
C 2.82099 2.90052 3.22768
H 1.88501 0.35069 6.51084
H 1.44011 1.66489 5.40647
H 3.10771 1.04602 5.42849
H 3.42340 -1.99846 4.96458
H 2.56424 -2.71778 3.59297
H 3.71835 -1.40158 3.32109
H 0.03294 -2.46562 4.73188
H -0.83237 -0.92238 4.91324
H 0.31751 -1.44988 6.15222
H 1.25969 -0.67341 1.85605
H 3.27678 0.16762 0.33757
H 3.60937 1.90369 -0.08553
H 4.26508 1.16402 1.37340
H 0.40460 3.53058 1.87033
H 1.14908 3.46701 0.25349
H -0.13271 2.32361 0.77181
H 2.06972 3.27162 3.93572
H 3.64105 2.43632 3.78331
H 3.21794 3.75854 2.66646

***

[8]
ORCA calculation (the ωB97M-V functional and the def2-TZVPD basis) on a cluster of 2 separate species, C2H5O3S in total.

molar mass: 109.13 Da
spin multiplicity: 1
LUMO (alpha / beta): 3.947 / 3.874 eV
HOMO energy (alpha / beta): -3.507 / -4.427 eV
energy above the lowest of the compared OMol25 structures with the same formula, charge and spin: 2.521 eV
charge: -1
Kohn-Sham gap (alpha / beta): 7.454 / 8.300 eV

Geometry (Å):
C -0.53189 0.40561 1.39789
C -0.67993 -0.92285 0.69242
O 0.16845 -0.40049 -2.91337
O 0.63089 1.57635 -1.49939
O 2.38091 -0.11985 -1.69404
S 0.91346 0.14293 -1.74345
H -0.30420 1.12134 0.71381
H -1.42461 0.57384 1.84208
H 0.23244 0.38231 2.03339
H -1.60816 -1.29115 0.52704
H 0.22264 -1.46804 0.64360